(1)
C30H34BrN2OZr as an isolated structure. Source: OMol25; level of theory: wB97M-V/def2-TZVPD.

Structure (XYZ):
```
69
Properties=species:S:1:pos:R:3:forces:R:3:lowdin_charge:R:1
Zr -0.287017 -0.095607 -0.475790 -0.32 -0.15 0.10 1.74
Br 2.175888 -0.852717 0.663882 -0.05 0.32 -0.05 1.00
O 0.308881 -1.684196 -1.306471 -0.09 -0.09 0.14 -0.37
N -0.963526 -0.663380 1.552390 0.24 0.09 0.06 -0.09
N 0.255612 1.690521 0.831853 -0.07 -0.25 0.06 -0.10
C -2.801198 -0.792727 -1.445355 0.12 0.00 -0.16 -0.07
C 0.432768 3.861009 2.525061 -0.01 -0.01 -0.01 0.04
C 5.421219 -5.254397 -2.349202 0.04 -0.04 -0.04 -0.02
C -1.577032 1.024005 -2.478178 0.04 0.01 -0.21 -0.10
C -2.725180 1.383874 -0.371991 0.13 0.09 -0.11 -0.06
C 3.471381 -4.381162 -1.094983 0.05 0.01 0.06 -0.12
C -1.207144 -1.377972 4.207450 0.01 0.00 -0.01 0.04
C 5.561344 -5.094307 0.136481 0.06 0.00 0.05 -0.05
C 1.319489 -2.636446 -1.319048 -0.27 0.50 -0.06 -0.30
C -0.157597 2.679532 2.958569 0.01 -0.03 -0.10 0.05
C 0.392670 -2.703311 -4.293296 -0.01 0.05 0.01 -0.02
C 4.071241 -6.799451 -0.902194 -0.03 -0.06 0.00 -0.03
C 2.470070 -4.541625 -2.057290 -0.09 0.05 -0.08 0.07
C 3.399377 -3.283660 -0.232343 -0.13 -0.05 -0.07 -0.03
C 0.334712 -3.896073 -3.325846 -0.02 0.05 -0.01 -0.52
C -1.308314 -1.919336 1.892034 -0.07 -0.02 0.15 -0.08
C -1.060416 -4.024337 -2.698218 -0.12 0.04 0.01 -0.03
C 0.957712 3.934313 1.242884 0.00 -0.08 -0.08 0.02
C 0.595977 -5.163892 -4.140581 0.00 -0.02 0.00 -0.04
C -3.140835 0.049136 -0.380664 0.05 0.00 0.03 -0.05
C -2.040738 -0.298197 -2.510917 0.08 -0.04 0.06 -0.08
C -1.447804 -2.309989 3.209529 -0.04 -0.02 -0.17 0.02
C -0.216692 1.594718 2.098300 0.02 0.00 0.16 -0.21
C -0.828654 -0.086410 3.859642 -0.12 -0.03 -0.13 0.05
C 2.316194 -2.448602 -0.377018 0.29 -0.32 -0.16 -0.50
C 0.839907 2.828648 0.422583 0.00 0.12 0.04 -0.09
C -1.942130 1.872390 -1.421091 0.04 -0.02 0.06 -0.09
C -0.720150 0.256908 2.522273 0.13 0.03 0.22 -0.20
C 4.627640 -5.376194 -1.038534 0.00 0.09 0.00 -0.55
C 1.376714 -3.693230 -2.229039 0.20 -0.18 0.24 -0.07
H 6.254365 -5.957335 -2.339022 0.00 -0.01 0.02 0.10
H 0.488476 4.713355 3.189874 0.00 0.00 0.00 0.15
H -1.767265 -0.948841 -3.332194 -0.04 0.00 -0.01 0.13
H 4.806591 -5.489635 -3.219083 0.00 0.00 -0.01 0.09
H -1.317326 -3.161552 -2.077906 0.02 -0.04 -0.04 0.04
H 0.223714 -1.748414 -3.788296 0.01 0.00 0.01 0.05
H 2.560248 -5.384422 -2.724139 -0.01 -0.03 -0.03 0.11
H 6.347340 -5.847867 0.158874 0.00 0.00 -0.01 0.10
H -3.743590 -0.333515 0.433868 0.01 0.01 0.00 0.14
H 1.564442 -5.139249 -4.639674 0.01 0.02 -0.02 0.10
H -1.612123 2.904184 -1.423069 -0.04 0.01 0.00 0.14
H 4.898086 -7.503396 -0.813628 0.01 0.00 -0.01 0.10
H -1.469156 -2.622673 1.082283 0.02 0.03 -0.02 0.13
H -1.131392 -4.915582 -2.074070 0.03 -0.03 0.00 0.10
H -3.012064 2.040103 0.440423 0.00 -0.02 0.00 0.14
H 4.157722 -3.101408 0.513642 0.02 0.02 0.01 0.11
H 5.831451 -4.251741 -2.478575 -0.01 0.02 0.02 0.10
H 5.045395 -5.142124 1.098115 -0.03 -0.02 0.00 0.09
H -0.975542 1.403236 -3.298452 -0.05 0.01 -0.01 0.15
H 1.228651 2.848071 -0.590689 0.00 0.00 0.01 0.13
H -1.813395 -4.110694 -3.483221 0.00 -0.03 -0.02 0.10
H -0.561863 2.621409 3.958160 -0.01 -0.02 0.00 0.13
H -0.362007 -2.821903 -5.071830 -0.01 0.01 -0.01 0.10
H 1.444708 4.827516 0.877312 0.00 0.01 0.01 0.14
H 1.364819 -2.641642 -4.782703 0.01 -0.03 0.00 0.11
H -3.142509 -1.820927 -1.462662 0.00 0.01 0.02 0.14
H -0.599571 0.631187 4.633031 -0.01 0.00 0.00 0.13
H 3.487316 -7.100066 -1.772464 -0.02 0.00 0.00 0.08
H 3.446208 -6.906531 -0.014226 0.00 0.02 0.02 0.10
H 6.056249 -4.124981 0.049157 0.00 0.02 -0.02 0.09
H -0.165299 -5.247158 -4.916097 0.00 -0.01 0.00 0.10
H -1.727273 -3.329694 3.434799 0.00 0.01 0.03 0.14
H 0.538376 -6.063637 -3.527839 0.01 -0.01 0.03 0.10
H -1.293452 -1.655613 5.249920 0.00 0.00 0.01 0.15
```
Forces are in eV/Å.

Results
energy	-3968.54920	hartree
total charge	+3

***

(2)
C30H34BrO7Pb as an isolated structure. Source: OMol25; level of theory: wB97M-V/def2-TZVPD.

Structure (XYZ):
```
73
Properties=species:S:1:pos:R:3:forces:R:3:lowdin_charge:R:1
Pb -0.421135 0.384927 1.807916 0.91 -1.64 3.59 1.66
Br 1.828002 3.862929 4.116645 -0.01 0.30 0.09 0.78
O 1.774975 -1.095032 -6.243283 0.50 0.14 0.70 -0.03
O 2.673462 -1.065371 -4.175235 -0.06 0.15 -0.17 0.15
O -0.821539 2.180750 3.444664 0.28 0.11 0.94 -0.24
O -0.833851 0.061542 -0.290485 0.44 2.10 -4.29 -0.43
O -1.031042 -0.828915 -6.460351 0.02 0.01 0.28 0.12
O -0.004261 0.410186 4.610601 -0.72 2.25 -0.08 -0.08
O -0.519707 -2.784410 -5.496648 0.05 0.50 -0.28 -0.03
C -0.501110 -1.435365 -5.564699 -0.96 -0.14 0.14 -0.45
C -2.694925 -2.121425 1.705067 0.21 0.11 0.57 -0.25
C -0.439223 1.496324 -1.798791 -0.26 -1.82 1.30 -0.20
C -1.539087 -1.885180 3.685617 -0.69 0.19 -0.42 -0.23
C 3.103767 -1.344946 -6.717674 0.01 -0.21 -0.17 -0.03
C -1.588960 -2.610992 2.462569 -0.62 0.47 -0.01 -0.21
C 1.918634 -1.610512 1.329505 0.26 0.60 0.13 -0.24
C 2.223983 -0.698869 3.426263 0.45 -0.33 -0.90 -0.20
C 0.764854 3.586476 5.660601 -0.78 -0.31 0.60 -0.60
C -1.008329 0.676228 -2.934799 -0.71 -0.35 0.89 -0.17
C 2.597296 0.287126 2.467685 -0.29 -0.50 0.16 -0.23
C -1.100455 -3.382782 -6.662717 0.04 -0.05 0.06 -0.03
C -1.280019 2.615631 -1.289891 -0.23 0.11 0.63 -0.03
C -0.106135 2.488521 5.703934 0.48 0.22 0.23 -0.16
C -1.362714 -1.020923 -0.980331 -0.85 0.29 -0.15 -0.26
C 1.813057 -1.866865 2.726278 0.37 0.83 -0.14 -0.19
C -1.184484 -0.842392 -2.491226 0.39 -0.11 -0.26 -0.18
C 0.273449 -0.814401 -4.397285 0.34 -0.69 -1.19 -0.24
C 1.046443 1.595392 -1.648994 0.19 -0.04 0.49 -0.03
C 1.713483 -0.990780 -4.892379 0.02 0.02 0.30 -0.42
C -0.328077 1.625433 4.490739 0.16 -1.73 -0.33 -0.70
C 0.226540 4.111043 7.963720 -0.06 -0.27 -0.45 -0.10
C 0.032940 -1.546332 -3.076913 0.54 0.08 0.02 -0.06
C -0.687191 2.123995 6.928733 0.05 0.24 -0.43 -0.02
C 0.895967 4.419394 6.771243 0.01 0.00 0.24 -0.14
C -0.141768 0.659669 -4.205887 0.02 -0.43 -0.01 -0.03
C -0.537603 2.936359 8.042176 0.09 0.31 0.37 -0.10
C 2.424406 -0.278879 1.164844 -0.45 -0.47 0.14 -0.28
C -3.317096 -1.078591 2.455287 0.43 -0.19 -0.09 -0.22
C -2.608857 -0.937119 3.684419 0.43 -0.63 -0.48 -0.23
H -0.899265 2.999609 -0.328028 -0.09 -0.08 -0.45 0.10
H 0.314915 4.777350 8.824015 0.01 -0.22 -0.25 0.09
H -1.017916 2.658114 8.988571 0.21 0.14 -0.40 0.10
H -0.924714 -3.425404 2.176794 -0.13 0.24 0.04 0.07
H 1.524718 5.306650 6.710212 -0.08 -0.24 0.02 0.09
H -1.282386 3.444193 -2.019739 0.05 -0.25 0.12 0.11
H 1.313782 1.939185 -0.635227 -0.16 -0.15 -0.40 0.09
H -2.157225 -3.111898 -6.738622 0.18 -0.09 -0.04 0.10
H 2.991111 1.276884 2.695433 -0.09 -0.25 -0.08 0.05
H -4.205703 -0.519908 2.157193 0.22 -0.15 0.10 0.06
H -3.040964 -2.518951 0.752669 0.09 0.11 0.21 0.06
H -2.066646 -1.259563 -2.986055 -0.07 0.21 -0.13 0.15
H -0.106886 -2.624576 -3.251037 0.03 0.47 0.28 0.14
H 0.743435 1.288409 -4.130827 -0.08 0.07 0.04 0.12
H 3.790608 -0.575906 -6.362878 -0.05 -0.08 -0.06 0.10
H 3.443420 -2.326977 -6.366020 -0.03 0.26 -0.09 0.10
H -2.319001 2.282510 -1.131066 0.41 0.14 -0.18 0.11
H -0.720992 0.967262 -5.076934 0.13 0.09 0.08 0.12
H 3.017481 -1.333191 -7.801035 0.12 0.00 0.03 0.09
H 2.699598 0.185754 0.217418 -0.05 -0.12 0.27 0.06
H -2.018104 1.054024 -3.148900 0.31 0.06 0.02 0.15
H 0.917596 -1.406320 -2.435692 -0.27 -0.08 -0.12 0.14
H -0.974395 -4.450009 -6.516144 -0.07 -0.06 -0.09 0.09
H -0.833270 -2.051339 4.494033 -0.09 0.20 -0.26 0.08
H 1.520404 -2.807955 3.186137 -0.10 0.27 -0.14 0.08
H 1.556289 0.633137 -1.813425 -0.26 0.38 -0.04 0.09
H -0.859896 -1.932851 -0.612817 -0.35 0.07 -0.27 0.13
H 2.302459 -0.600148 4.504696 -0.22 0.06 -0.30 0.08
H 1.710754 -2.317928 0.524028 0.04 0.20 0.24 0.07
H 1.453333 2.336573 -2.357132 -0.20 -0.14 0.09 0.11
H -2.862662 -0.265486 4.499293 0.12 -0.02 -0.21 0.08
H -1.248320 1.187953 6.972078 0.11 0.34 -0.05 0.12
H -0.568808 -3.038480 -7.554490 -0.14 -0.10 0.10 0.10
H -2.446475 -1.052590 -0.757431 0.46 -0.39 -0.07 0.11
```
Forces are in eV/Å.

Results
energy	-4457.05034	hartree
total charge	-1

***

(3)
C30H34Cl6N6O5V as an isolated structure. Source: OMol25; level of theory: wB97M-V/def2-TZVPD.

Structure (XYZ):
```
82
Properties=species:S:1:pos:R:3:forces:R:3:mulliken_spin:R:1
V 2.671953 -0.359152 -0.737839 -2.46 0.73 0.23 1.22
Cl 2.781609 -0.323775 4.936261 -0.03 0.02 0.15 0.00
Cl 2.951930 1.633253 2.824318 -0.17 -0.08 -0.14 0.00
Cl -4.492117 4.051459 -2.566124 -0.38 0.26 0.25 0.00
Cl 1.617466 2.360065 5.271683 0.10 -0.14 0.17 0.00
Cl -1.940996 4.248534 -3.858915 0.13 -0.16 0.62 0.00
Cl -2.981228 1.656129 -3.046285 0.06 -0.06 -0.13 0.00
O -0.648089 0.859544 1.566546 -0.26 -0.20 -0.04 0.00
O 1.638365 -2.142203 -1.354231 1.33 2.18 0.73 -0.01
O 3.539157 0.886372 -0.353370 0.55 -0.87 -0.18 -0.21
O -0.859776 1.762262 -0.395622 -0.48 -0.12 0.11 0.00
O 0.869762 0.602571 0.071544 1.15 -1.09 -0.36 0.02
N -5.799046 -0.943532 1.304634 0.37 -0.40 0.83 0.00
N 3.098905 -1.364807 1.130514 -0.09 0.84 0.15 -0.01
N -3.040742 -1.613992 4.812534 0.16 -0.18 0.28 0.00
N 2.327052 0.635071 -2.735446 -0.87 -0.19 -0.77 -0.01
N 3.184027 3.957396 -1.754428 0.13 -0.16 -0.11 0.00
N -0.266292 1.060737 0.423857 0.73 0.64 -0.08 0.00
C 3.532981 6.288406 -2.182288 0.44 -0.52 -0.68 0.00
C 3.545938 -3.402367 2.947117 0.83 0.73 0.26 0.00
C 2.084998 -2.003152 1.696380 -0.57 -1.39 -0.25 0.00
C 3.934913 4.956384 -2.215110 -0.32 0.03 0.55 0.00
C 1.084806 1.023826 -3.077733 -0.23 -1.51 0.68 0.00
C -3.827939 0.374523 1.021111 0.69 -0.24 0.80 0.00
C 1.511674 5.572608 -1.199207 -0.43 0.09 0.35 0.00
C 2.267038 -3.075120 2.558664 0.19 -0.28 0.36 0.00
C 1.967057 1.033380 4.154017 -0.12 0.31 0.06 0.00
C -2.685340 -1.847777 3.550250 0.97 -0.39 0.32 0.00
C 0.272347 -2.179392 -1.599502 -0.72 -1.36 0.33 0.00
C -0.494523 -2.908916 -0.469934 -0.26 1.06 0.12 0.00
C -4.216350 -3.678807 4.807645 -1.02 -0.11 0.12 0.00
C -3.352975 -0.504038 0.073221 -0.41 -0.48 -0.45 0.00
C 2.294295 6.614717 -1.654874 0.43 0.03 -0.61 0.00
C 1.987058 4.272123 -1.269643 0.20 0.13 0.43 0.00
C 4.591278 -2.586855 2.509769 -0.13 -0.13 0.14 0.00
C -3.049781 -2.989176 2.831277 -0.23 0.91 0.85 0.00
C -5.045652 0.096624 1.641030 0.01 0.37 -0.86 0.00
C -5.269816 -1.862244 0.484156 -1.28 1.07 -0.70 0.00
C -4.115448 -1.626364 -0.234539 0.62 -0.19 0.20 0.00
C 4.323233 -1.550806 1.645925 0.25 -0.40 -0.11 0.00
C 2.900797 0.733978 -5.095718 -0.19 0.34 0.64 0.00
C 3.191863 0.550389 -3.755460 1.07 0.51 0.70 -0.01
C -0.051130 -2.954060 -2.875265 0.41 0.61 -0.78 0.00
C -3.885773 -3.884140 3.486749 0.82 -0.11 -1.32 0.00
C 1.584029 1.028722 -5.411707 -0.45 -0.37 -0.34 0.00
C 0.661980 1.132919 -4.387089 0.08 0.77 0.35 0.00
C -2.885647 3.383819 -2.618609 -0.02 -0.74 -0.52 0.00
C -3.774366 -2.533488 5.440836 -0.41 0.78 -0.72 0.00
H -5.463830 0.816547 2.335343 -0.04 -0.15 0.15 0.00
H 1.986263 7.651282 -1.682452 -0.26 -0.06 0.24 0.00
H 3.784019 -4.141084 3.701016 -0.30 -0.38 -0.27 0.00
H -2.770255 -3.091718 1.793349 0.07 -0.15 0.03 0.00
H 5.612559 -2.757750 2.818856 -0.03 0.07 0.17 0.00
H -0.171134 -3.938214 -0.327689 0.12 0.03 0.09 0.00
H 0.538603 5.737566 -0.753872 0.00 0.10 -0.06 0.00
H 0.390229 -2.442073 -3.738178 -0.13 0.06 -0.02 0.00
H 1.226787 1.131865 -6.428876 0.26 0.06 -0.08 0.00
H -0.446599 -2.311657 0.445955 0.25 -0.34 0.14 0.00
H -3.159439 1.140177 1.393248 -0.29 0.34 -0.17 0.00
H 4.224565 0.497465 -3.421467 0.05 -0.55 -0.25 0.00
H -3.725352 -2.304307 -0.982446 -0.30 -0.22 0.01 0.00
H 1.073804 -1.781176 1.392014 0.22 0.32 -0.30 0.01
H -2.449491 3.358812 -1.625989 0.32 0.57 -0.15 0.00
H -4.189037 -4.709067 2.851480 -0.46 -0.28 0.61 0.00
H -4.152771 -2.233786 6.410452 0.20 -0.29 0.21 0.00
H 4.193902 6.975173 -2.696293 -0.13 0.42 0.39 0.00
H 4.933605 4.688232 -2.540270 -0.05 0.01 -0.26 0.00
H -4.992063 -4.270778 5.278431 0.35 -0.31 0.15 0.00
H -5.983313 -2.648890 0.263533 0.46 -0.42 -0.07 0.00
H 0.998175 0.689974 3.810150 0.15 -0.06 -0.35 0.00
H -2.427889 -0.373851 -0.473329 0.08 0.33 0.19 0.00
H 0.385896 -3.953782 -2.896821 -0.04 -0.03 0.40 0.00
H -1.563692 -2.871275 -0.691729 -0.01 -0.35 -0.22 0.00
H -1.128497 -3.026595 -3.032972 0.00 -0.01 -0.02 0.00
H -1.936605 -1.146432 3.194134 -0.37 0.16 -0.53 0.00
H 1.452336 -3.698102 2.900258 -0.29 0.38 0.01 0.00
H -0.381800 1.383854 -4.518582 0.04 -0.04 -0.36 0.00
H -0.201152 -1.183961 -1.638461 0.21 0.12 -0.28 0.01
H 5.125507 -0.866626 1.402606 -0.17 0.05 -0.58 0.00
H 1.409179 3.477980 -0.806688 -0.04 -0.17 -0.31 0.00
H 0.359487 1.041062 -2.271701 0.08 0.36 0.01 0.00
H 3.714516 0.719490 -5.804110 -0.13 -0.12 -0.16 0.00
```
Forces are in eV/Å.

Results
multiplicity	2
energy	-5573.31634	hartree
total charge	0